A structure of composition C38H37F4MoN6O2. Source: the Open Molecules 2025 dataset; level of theory: wB97M-V/def2-TZVPD.

Element x y z (Å)
Mo: -0.022 0.144 0.587
O: 2.768 2.660 2.483
C: 2.099 1.705 2.067
N: 1.167 1.765 1.090
C: 0.804 3.095 0.668
C: -0.672 3.085 0.392
C: -1.381 4.236 0.128
C: -2.752 4.177 -0.087
C: -3.355 2.932 0.050
C: -2.594 1.825 0.328
N: -1.245 1.853 0.472
C: 2.195 0.336 2.605
C: 3.179 -0.075 3.491
C: 3.176 -1.369 3.970
C: 2.174 -2.230 3.503
C: 1.232 -1.768 2.621
N: 1.203 -0.492 2.157
H: 1.372 3.403 -0.223
H: 1.043 3.820 1.454
H: -0.852 5.180 0.091
H: -3.322 5.061 -0.338
H: -4.425 2.819 -0.056
H: -3.058 0.855 0.413
H: 3.921 0.652 3.792
H: 3.901 -1.708 4.698
H: 2.116 -3.256 3.839
H: 0.466 -2.422 2.244
C: 0.829 -0.619 -3.978
N: 1.489 0.348 -3.124
C: 2.646 0.922 -3.769
C: 0.632 1.404 -2.586
C: -0.842 1.057 -2.418
N: -1.032 -0.041 -1.486
C: -2.206 -0.706 -1.567
C: -2.299 -2.064 -1.146
F: -1.159 -2.731 -0.918
C: -3.484 -2.747 -1.049
F: -3.480 -4.028 -0.630
C: -4.691 -2.178 -1.424
C: -4.626 -0.905 -1.949
F: -5.768 -0.325 -2.382
C: -3.444 -0.202 -2.051
F: -3.524 1.042 -2.591
H: 0.359 -0.168 -4.870
H: 0.078 -1.153 -3.397
H: 1.577 -1.338 -4.321
H: 2.388 1.499 -4.677
H: 3.341 0.130 -4.056
H: 3.158 1.592 -3.075
H: 0.679 2.302 -3.228
H: 1.026 1.667 -1.598
H: -1.252 0.794 -3.399
H: -1.348 1.982 -2.103
H: -5.620 -2.719 -1.343
N: -1.271 -0.943 1.330
C: -2.065 -1.374 2.267
C: -2.936 -0.362 2.937
C: -2.405 0.793 3.510
C: -3.239 1.771 4.026
C: -4.619 1.626 3.952
C: -5.158 0.483 3.376
C: -4.325 -0.509 2.884
C: -2.146 -2.764 2.713
C: -1.632 -3.826 1.950
C: -1.557 -5.107 2.462
C: -1.998 -5.386 3.750
C: -2.549 -4.357 4.505
C: -2.625 -3.072 3.998
H: -1.328 0.907 3.564
H: -2.817 2.663 4.475
H: -5.269 2.396 4.347
H: -6.233 0.370 3.301
H: -4.737 -1.400 2.424
H: -1.292 -3.629 0.941
H: -1.147 -5.898 1.845
H: -1.924 -6.387 4.156
H: -2.909 -4.557 5.507
H: -3.032 -2.281 4.615
C: 2.595 -2.884 -0.916
O: 1.534 -2.085 -0.426
C: 1.659 -0.751 -0.236
C: 3.025 -0.161 -0.373
H: 2.884 -2.573 -1.926
H: 2.197 -3.896 -0.956
H: 3.469 -2.860 -0.259
H: 3.685 -0.734 -1.025
H: 3.493 -0.106 0.627
H: 2.970 0.861 -0.744

## Properties
- Kohn-Sham gap (spin up / spin down) (eV) = 4.6 / 5.3
- multiplicity = 3
- HOMO level (spin up / spin down) (eV) = -1.907 / -2.921
- net charge = -1
- energy relative to the best compared isomer or geometry (same formula, charge and spin) (kJ/mol) = 165.7

These are the Löwdin partial charges, in e, on atoms 1 to 5: Mo 1.541; O -0.001; C -0.514; N -0.127; C -0.166

A structure of composition C38H37GeO2PdS2Se4. Source: the Open Molecules 2025 dataset; level of theory: wB97M-V/def2-TZVPD.

Element x y z (Å)
Pd: -1.190 3.287 -0.301
C: -0.296 -1.275 7.319
C: -0.515 -0.791 5.913
C: -1.210 -1.571 4.990
C: -1.399 -1.137 3.688
C: -0.871 0.087 3.307
C: -0.196 0.896 4.206
C: -0.023 0.447 5.505
S: -1.108 0.614 1.628
O: -0.771 2.097 1.632
C: 0.283 -0.191 0.848
C: 1.586 0.239 1.178
C: 2.649 -0.283 0.508
C: 2.459 -1.262 -0.502
C: 3.556 -1.817 -1.205
C: 3.360 -2.770 -2.161
C: 2.054 -3.218 -2.462
C: 0.977 -2.697 -1.808
C: 1.151 -1.701 -0.813
C: 0.043 -1.119 -0.127
C: -1.342 -1.583 -0.444
C: -1.804 -2.784 0.181
C: -0.982 -3.522 1.076
C: -1.444 -4.663 1.663
C: -2.750 -5.132 1.395
C: -3.560 -4.447 0.539
C: -3.108 -3.262 -0.092
C: -3.940 -2.542 -0.982
C: -3.494 -1.398 -1.567
C: -2.185 -0.930 -1.306
S: -1.818 0.602 -2.162
O: -0.781 1.369 -1.367
C: -0.929 -0.015 -3.574
C: 0.452 0.035 -3.595
C: 1.118 -0.455 -4.710
C: 0.423 -0.989 -5.789
C: 1.146 -1.528 -6.991
C: -0.973 -1.009 -5.743
C: -1.656 -0.515 -4.647
H: -1.016 -2.046 7.588
H: -0.381 -0.458 8.034
H: 0.704 -1.701 7.423
H: -1.620 -2.524 5.299
H: -1.954 -1.744 2.982
H: 0.158 1.870 3.896
H: 0.496 1.074 6.220
H: 1.720 0.988 1.948
H: 3.657 0.037 0.742
H: 4.556 -1.476 -0.965
H: 4.205 -3.192 -2.688
H: 1.911 -3.978 -3.220
H: -0.022 -3.037 -2.050
H: 0.018 -3.170 1.292
H: -0.806 -5.215 2.341
H: -3.102 -6.039 1.869
H: -4.561 -4.800 0.325
H: -4.941 -2.905 -1.178
H: -4.138 -0.826 -2.225
H: 0.992 0.458 -2.758
H: 2.201 -0.421 -4.736
H: 2.224 -1.410 -6.892
H: 0.829 -1.012 -7.898
H: 0.930 -2.589 -7.127
H: -1.529 -1.403 -6.586
H: -2.739 -0.518 -4.630
Se: -3.864 2.470 0.374
Se: -5.097 2.506 -1.403
Se: -1.826 5.051 -2.103
Se: -1.600 5.702 0.026
C: 1.929 6.526 0.095
Ge: 1.796 4.703 0.769
C: 1.059 4.646 2.571
C: 3.576 3.884 0.766
C: 0.814 3.523 -0.474
H: 2.766 7.023 0.587
H: 1.028 7.104 0.291
H: 2.115 6.527 -0.979
H: 1.560 5.381 3.201
H: 1.211 3.654 2.995
H: -0.011 4.851 2.569
H: 4.258 4.456 1.396
H: 3.985 3.852 -0.244
H: 3.522 2.865 1.151
H: 1.101 2.485 -0.294
H: 0.976 3.761 -1.526

## Properties
- Kohn-Sham gap (spin up / spin down) (eV) = 6.9 / 6.0
- multiplicity = 5
- HOMO level (spin up / spin down) (eV) = -9.936 / -10.883
- net charge = +1
- energy relative to the best compared isomer or geometry (same formula, charge and spin) (kJ/mol) = 0.0

These are the Löwdin partial charges, in e, on atoms 1 to 5: Pd 0.291; C -0.041; C -0.257; C -0.023; C -0.063

A structure of composition C38H37N4OPbS6. Source: the Open Molecules 2025 dataset; level of theory: wB97M-V/def2-TZVPD.

Element x y z (Å)
Pb: 2.458 -1.051 0.482
C: 1.553 1.937 1.957
N: 2.776 1.623 1.214
C: 2.801 2.374 -0.047
C: 3.677 1.733 -1.103
N: 3.162 0.447 -1.584
C: 1.902 0.608 -2.339
C: 4.135 -0.274 -2.385
C: 5.099 0.411 -3.117
C: 6.037 -0.265 -3.884
C: 6.007 -1.649 -3.925
C: 5.041 -2.336 -3.212
C: 4.085 -1.675 -2.437
S: 2.852 -2.620 -1.617
C: 3.977 1.821 2.002
C: 4.085 2.975 2.777
C: 5.171 3.203 3.604
C: 6.177 2.246 3.658
C: 6.085 1.108 2.884
C: 5.000 0.860 2.027
S: 5.073 -0.605 1.054
H: 1.362 3.016 2.021
H: 1.644 1.548 2.971
H: 0.708 1.455 1.469
H: 3.177 3.392 0.133
H: 1.773 2.474 -0.404
H: 4.676 1.567 -0.699
H: 3.755 2.447 -1.935
H: 2.006 1.397 -3.095
H: 1.072 0.842 -1.675
H: 1.668 -0.335 -2.830
H: 5.136 1.490 -3.090
H: 6.783 0.291 -4.436
H: 6.738 -2.197 -4.506
H: 5.013 -3.417 -3.234
H: 3.294 3.713 2.732
H: 5.223 4.104 4.201
H: 7.031 2.385 4.309
H: 6.867 0.360 2.925
O: -0.152 -0.011 0.014
S: -1.475 -0.713 0.164
C: -1.956 -0.589 1.914
C: -2.424 0.713 2.486
C: -3.687 1.233 2.209
C: -4.104 2.430 2.770
C: -3.267 3.125 3.632
C: -2.022 2.602 3.944
C: -1.609 1.405 3.378
C: -2.627 0.439 -0.648
C: -2.106 0.673 -2.038
C: -2.039 -0.371 -2.955
C: -1.490 -0.168 -4.211
C: -1.009 1.084 -4.568
C: -1.077 2.131 -3.661
C: -1.617 1.922 -2.399
H: -1.023 -0.920 2.374
H: -2.668 -1.402 2.064
H: -4.364 0.682 1.566
H: -5.087 2.818 2.536
H: -3.591 4.061 4.068
H: -1.368 3.123 4.632
H: -0.643 0.991 3.634
H: -2.669 1.370 -0.084
H: -3.611 -0.035 -0.665
H: -2.399 -1.355 -2.676
H: -1.429 -0.994 -4.908
H: -0.576 1.241 -5.548
H: -0.697 3.109 -3.929
H: -1.650 2.734 -1.682
S: -4.362 -6.254 -1.611
C: -3.452 -5.274 -0.605
S: -1.737 -5.433 -0.460
C: -1.644 -4.043 0.601
N: -2.819 -3.516 0.820
N: -3.822 -4.222 0.157
C: -5.138 -3.735 0.385
C: -5.302 -2.377 0.647
C: -6.562 -1.865 0.902
C: -7.672 -2.699 0.905
C: -7.500 -4.051 0.654
C: -6.243 -4.578 0.395
S: -0.151 -3.490 1.200
H: -4.433 -1.739 0.658
H: -6.675 -0.807 1.104
H: -8.657 -2.299 1.106
H: -8.354 -4.716 0.665
H: -6.118 -5.629 0.197

## Properties
- Kohn-Sham gap (eV) = 6.9
- multiplicity = 1
- HOMO level (eV) = -4.728
- net charge = -1
- energy relative to the best compared isomer or geometry (same formula, charge and spin) (kJ/mol) = 37.3

These are the Löwdin partial charges, in e, on atoms 1 to 5: Pb 0.958; C -0.109; N -0.240; C -0.168; C -0.203

A structure of composition C38H37N8RbSSe. Source: the Open Molecules 2025 dataset; level of theory: wB97M-V/def2-TZVPD.

Element x y z (Å)
Rb: -0.352 0.103 -1.222
N: -3.354 4.495 -0.900
C: -2.559 3.582 -0.226
S: -0.894 3.917 -0.078
N: -3.225 2.600 0.328
N: -2.623 1.467 0.640
C: -3.145 0.742 1.577
C: -4.296 1.234 2.386
C: -5.509 0.546 2.382
C: -6.614 1.048 3.055
C: -6.520 2.246 3.749
C: -5.313 2.933 3.766
C: -4.212 2.434 3.088
C: -2.611 -0.608 1.809
C: -2.894 -1.295 2.999
C: -2.355 -2.550 3.207
C: -1.542 -3.111 2.232
C: -1.324 -2.372 1.081
N: -1.840 -1.167 0.865
H: -2.830 5.119 -1.487
H: -4.198 4.114 -1.300
H: -5.583 -0.383 1.828
H: -7.554 0.509 3.022
H: -7.388 2.651 4.257
H: -5.232 3.871 4.304
H: -3.273 2.975 3.093
H: -3.516 -0.830 3.751
H: -2.556 -3.085 4.128
H: -1.090 -4.086 2.359
H: -0.690 -2.766 0.289
C: 3.355 2.545 0.475
C: 1.940 2.393 1.047
C: 1.940 1.681 2.370
C: 1.978 2.401 3.554
C: 1.968 1.762 4.787
C: 1.889 0.380 4.826
C: 1.862 -0.380 3.659
C: 1.714 -1.881 3.776
C: 2.998 -2.571 4.249
C: 1.920 0.275 2.412
N: 1.855 -0.434 1.211
C: 2.768 -1.275 0.897
C: 2.723 -2.182 -0.203
C: 3.751 -3.077 -0.563
C: 3.273 -3.797 -1.655
C: 1.976 -3.299 -1.892
N: 1.639 -2.331 -1.030
H: 3.319 2.965 -0.532
H: 3.851 1.573 0.420
H: 3.957 3.205 1.105
H: 1.330 1.827 0.342
H: 1.480 3.371 1.167
H: 2.000 3.485 3.508
H: 2.004 2.336 5.705
H: 1.831 -0.130 5.784
H: 1.408 -2.295 2.816
H: 0.913 -2.091 4.491
H: 3.808 -2.399 3.539
H: 2.855 -3.650 4.344
H: 3.312 -2.174 5.218
H: 3.689 -1.326 1.496
H: 4.713 -3.167 -0.076
H: 3.781 -4.571 -2.211
H: 1.283 -3.616 -2.663
C: 4.762 1.803 -3.469
C: 3.741 2.741 -3.483
C: 2.461 2.331 -3.142
N: 2.164 1.075 -2.811
C: 3.150 0.176 -2.799
C: 4.463 0.497 -3.117
H: 5.773 2.091 -3.730
H: 3.931 3.774 -3.746
H: 1.638 3.038 -3.126
H: 2.875 -0.836 -2.518
H: 5.228 -0.268 -3.086
Se: -3.216 0.163 -6.200
C: -2.352 -1.310 -6.987
C: -2.746 -2.636 -6.738
C: -2.091 -3.681 -7.364
N: -1.074 -3.538 -8.221
C: -0.692 -2.277 -8.451
C: -1.276 -1.161 -7.880
H: -3.563 -2.828 -6.055
H: -2.396 -4.708 -7.173
H: 0.141 -2.162 -9.142
H: -0.915 -0.168 -8.113

## Properties
- Kohn-Sham gap (eV) = 5.3
- multiplicity = 1
- HOMO level (eV) = -1.615
- net charge = -2

These are the Löwdin partial charges, in e, on atoms 1 to 5: Rb 0.637; N 0.028; C -0.965; S 0.485; N -0.049

Calculated total energy values (in eV) by entry order: -65766.801; -387146.839; -118277.143; -128766.974.
Strongest force on any atom values (in Eh/bohr) by entry order: 0.0502; 0.0030; 0.0105; 0.0225.